No. 1
C4H12NO2 | wB97M-V/def2-TZVPD

```
! wB97M-V def2-TZVPD RIJCOSX def2/J DEFGRID3
* xyz -1 1
C -0.035 1.082 -0.970
N 0.974 0.030 -0.683
C 0.385 -1.313 -1.144
O -0.831 -1.626 -0.634
C 0.097 2.304 -0.082
C -0.518 2.117 1.316
H -1.054 0.688 -0.890
H 0.081 1.360 -2.015
H 0.822 -0.187 0.309
H 1.188 -2.028 -0.889
H 0.361 -1.256 -2.257
H 1.129 2.569 0.171
H -0.360 3.145 -0.613
H -1.535 1.733 1.404
H -0.577 3.083 1.843
H 0.139 1.491 1.918
H -0.613 -2.991 1.803
H -0.428 -1.827 0.881
O 0.041 -2.299 1.706
*
```

As for the highest occupied orbital energy: -3.396 eV. The total energy comes out at -364.83893 Eh.

No. 2
C4H12NO2 | wB97M-V/def2-TZVPD

```
! wB97M-V def2-TZVPD RIJCOSX def2/J DEFGRID3
* xyz -1 1
C -2.392 -1.583 -0.608
N -2.209 -0.195 -0.618
C -0.939 0.277 -0.440
C -0.564 0.971 0.857
C 0.937 0.817 1.320
O 1.870 1.283 0.486
H -3.387 -1.999 -0.806
H -1.672 -2.099 -1.342
H -2.064 -2.130 0.342
H -0.272 -0.841 -0.425
H 0.287 -1.364 -0.194
H -0.575 0.944 -1.259
H -1.246 0.554 1.627
H -0.945 1.980 0.694
H 1.027 -0.302 1.486
H 0.923 1.195 2.372
H 2.610 0.072 -0.420
H 2.244 -1.461 -0.671
O 2.755 -0.739 -0.996
*
```

As for the highest occupied orbital energy: -3.326 eV. The total energy comes out at -364.66033 Eh.

| no. | Kohn-Sham gap (eV) |
| --- | --- |
| 1 | 7.400 |
| 2 | 6.470 |